# 1
# C8H13N2

A gas-phase ion, C8H13N2 (charge +1) (wB97M-V/def2-TZVPD, the Open Molecules 2025 dataset).

Each line ends with the natural charge from an NBO analysis.
Element x y z (Å)
C (1.183, 1.539, 2.801)  -0.65
C (0.724, 0.591, 1.715)  0.42
N (0.459, 0.843, 0.500)  -0.39
C (0.009, -0.288, -0.105)  -0.02
C (0.097, -1.345, 0.836)  0.21
N (0.471, -0.756, 1.995)  -0.46
C (-1.153, -0.069, -1.116)  -0.09
C (-1.811, 1.242, -1.147)  -0.62
C (0.186, -0.336, -1.699)  -0.09
C (0.606, -1.647, -2.337)  -0.63
H (2.175, 1.806, 2.568)  0.26
H (0.512, 2.326, 2.833)  0.25
H (1.137, 1.054, 3.791)  0.23
H (-0.180, -2.291, 0.804)  0.23
H (0.425, -1.080, 2.889)  0.43
H (-1.838, -0.812, -1.176)  0.23
H (-0.950, 1.959, -0.865)  0.24
H (-2.639, 1.302, -0.563)  0.23
H (-2.242, 1.343, -2.086)  0.24
H (0.722, 0.559, -1.957)  0.26
H (0.811, -1.393, -3.406)  0.26
H (-0.137, -2.559, -2.424)  0.24
H (1.434, -1.987, -1.849)  0.22

As for the net charge: +1. As for the total energy: -11478.539 eV. The value obtained for the max |F| is 4.9 eV/A. The value obtained for the energy above the lowest of the compared OMol25 structures with the same formula, charge and spin is 284.5 kJ/mol. The calculation puts the HOMO energy at -14.3 eV. The SMILES is CC1=NC2(C=[NH+]1)[C@@H](C)[C@@H]2C.

***

# 2
# C38H53N4OP2PbS

A molecular structure, C38H53N4OP2PbS (wB97M-V/def2-TZVPD, the Open Molecules 2025 dataset).

Each line ends with the Löwdin charge.
Element x y z (Å)
C (0.912, 2.261, -1.879)  -0.36
C (-1.375, 2.032, -1.629)  -0.33
C (0.742, 3.118, -2.972)  -0.05
C (-1.613, 3.069, -2.572)  -0.03
C (-0.537, 3.588, -3.270)  -0.06
H (1.620, 3.409, -3.544)  0.11
H (-2.631, 3.351, -2.802)  0.11
H (-0.670, 4.311, -4.082)  0.12
N (-0.116, 1.933, -1.084)  -0.01
P (2.659, 1.461, 0.152)  1.00
P (-2.958, -0.005, -0.103)  1.05
C (2.306, 1.688, -1.617)  -0.26
H (2.458, 0.730, -2.150)  0.10
H (3.033, 2.378, -2.061)  0.08
C (-2.393, 1.020, -1.430)  -0.29
H (-3.332, 1.404, -1.886)  0.07
C (-4.142, -1.163, -1.108)  -0.65
C (-3.830, 0.686, 1.577)  -0.66
C (3.932, 0.062, 0.241)  -0.69
C (3.282, 3.213, 0.618)  -0.66
C (-3.687, -2.591, -0.777)  -0.10
H (-3.816, -2.842, 0.282)  0.08
H (-4.292, -3.289, -1.371)  0.09
H (-2.636, -2.745, -1.045)  0.06
C (-5.618, -0.957, -0.755)  -0.10
H (-5.851, -1.175, 0.292)  0.06
H (-5.952, 0.057, -1.005)  0.08
H (-6.216, -1.646, -1.370)  0.09
C (-3.993, -0.996, -2.629)  -0.10
H (-4.519, -1.835, -3.116)  0.10
H (-4.432, -0.060, -2.997)  0.09
H (-2.944, -1.042, -2.937)  0.03
C (-4.317, -0.507, 2.414)  -0.09
H (-3.480, -1.132, 2.753)  0.08
H (-4.825, -0.126, 3.314)  0.09
H (-5.030, -1.164, 1.905)  0.05
C (-2.837, 1.475, 2.439)  -0.17
H (-2.053, 0.836, 2.873)  0.01
H (-2.379, 2.308, 1.895)  0.06
H (-3.381, 1.908, 3.294)  0.10
C (-4.963, 1.618, 1.152)  -0.12
H (-5.761, 1.099, 0.612)  0.05
H (-5.418, 2.068, 2.049)  0.08
H (-4.580, 2.432, 0.521)  0.08
C (3.880, 3.153, 2.034)  -0.09
H (4.196, 4.165, 2.328)  0.10
H (3.157, 2.803, 2.783)  0.07
H (4.769, 2.511, 2.081)  0.07
C (2.045, 4.133, 0.611)  -0.08
H (1.593, 4.193, -0.387)  0.08
H (1.272, 3.813, 1.326)  0.03
H (2.363, 5.149, 0.891)  0.10
C (4.312, 3.798, -0.366)  -0.08
H (4.662, 4.756, 0.057)  0.10
H (5.188, 3.151, -0.504)  0.07
H (3.866, 4.024, -1.346)  0.08
C (3.438, -1.125, -0.614)  -0.09
H (3.569, -0.943, -1.689)  0.08
H (4.032, -2.018, -0.362)  0.10
H (2.380, -1.370, -0.431)  0.05
C (4.008, -0.384, 1.713)  -0.09
H (3.044, -0.771, 2.074)  0.06
H (4.750, -1.190, 1.805)  0.10
H (4.317, 0.430, 2.379)  0.07
C (5.305, 0.533, -0.261)  -0.09
H (5.259, 0.925, -1.286)  0.09
H (5.756, 1.288, 0.397)  0.07
H (5.982, -0.336, -0.272)  0.10
Pb (0.180, 0.644, 1.144)  1.18
C (0.320, 2.743, 3.220)  -0.07
O (0.276, 3.634, 3.944)  0.11
N (-0.448, -0.903, -0.455)  -0.10
C (-0.914, -0.785, -1.589)  -0.24
C (-0.507, -1.490, -2.818)  -0.21
C (0.227, -2.682, -2.645)  -0.03
C (-0.862, -1.056, -4.108)  -0.04
C (0.514, -3.496, -3.744)  -0.06
H (0.518, -2.984, -1.632)  0.09
C (-0.582, -1.875, -5.208)  -0.06
H (-1.393, -0.100, -4.242)  0.12
C (0.104, -3.088, -5.022)  -0.07
H (1.030, -4.446, -3.584)  0.11
H (-0.921, -1.583, -6.208)  0.11
H (0.320, -3.738, -5.872)  0.11
N (0.263, -0.080, 4.820)  0.11
C (0.546, -1.260, 4.230)  -0.70
N (0.579, -1.453, 2.914)  -0.02
C (0.818, -2.803, 2.617)  -0.31
C (0.879, -3.375, 1.336)  -0.03
C (1.200, -4.732, 1.206)  -0.07
C (1.449, -5.510, 2.344)  -0.08
C (1.356, -4.958, 3.630)  -0.08
C (1.031, -3.608, 3.754)  -0.46
S (0.834, -2.660, 5.222)  1.10
H (0.302, -0.068, 5.837)  0.11
H (0.241, 0.798, 4.299)  0.02
H (0.636, -2.740, 0.487)  0.05
H (1.251, -5.176, 0.210)  0.11
H (1.714, -6.561, 2.229)  0.11
H (1.530, -5.538, 4.530)  0.11

As for the net charge: +1. As for the total energy: -82926.368 eV. The value obtained for the max |F| is 5.1 eV/A. The value obtained for the energy above the lowest of the compared OMol25 structures with the same formula, charge and spin is 376.8 kJ/mol. The calculation puts the HOMO energy at -8.7 eV.

***

# 3
# C15H43NO7

7 unconnected molecules or ions with the total composition C15H43NO7 (wB97M-V/def2-TZVPD, the Open Molecules 2025 dataset).

Each line ends with the natural charge from an NBO analysis.
Element x y z (Å)
C (-3.775, 3.880, 2.611)  -0.66
C (-2.356, 4.061, 1.983)  0.14
C (-2.503, 4.976, 0.692)  -0.61
C (-1.444, 4.776, 3.027)  -0.41
C (-0.897, 3.853, 4.089)  -0.40
C (-0.077, 2.732, 3.413)  -0.39
C (-0.977, 1.913, 2.459)  0.11
C (0.036, 1.086, 1.648)  -0.60
C (-1.846, 1.001, 3.232)  -0.64
N (-1.667, 2.847, 1.508)  -0.20
O (-2.271, 2.162, 0.382)  -0.56
H (-4.402, 3.327, 1.912)  0.19
H (-3.878, 3.263, 3.504)  0.21
H (-4.270, 4.836, 2.781)  0.22
H (-1.548, 5.167, 0.202)  0.22
H (-3.126, 4.403, 0.005)  0.22
H (-3.033, 5.917, 0.836)  0.21
H (-0.637, 5.147, 2.396)  0.20
H (-1.905, 5.663, 3.461)  0.21
H (-0.302, 4.370, 4.842)  0.21
H (-1.772, 3.483, 4.623)  0.20
H (0.182, 2.075, 4.243)  0.21
H (0.851, 3.028, 2.924)  0.22
H (-0.549, 0.495, 0.943)  0.22
H (0.534, 0.350, 2.278)  0.21
H (0.760, 1.679, 1.089)  0.22
H (-2.587, 1.548, 3.815)  0.21
H (-1.375, 0.317, 3.938)  0.23
H (-2.510, 0.487, 2.536)  0.20
H (-3.095, 1.872, 0.779)  0.44
C (1.514, -6.507, 0.907)  -0.62
C (0.199, -7.243, 1.140)  0.09
C (-0.825, -6.231, 1.561)  -0.63
O (-0.278, -7.785, -0.066)  -0.72
H (2.309, -7.197, 0.627)  0.21
H (1.803, -5.907, 1.770)  0.21
H (1.455, -5.906, 0.000)  0.21
H (0.417, -7.998, 1.896)  0.16
H (-0.942, -5.569, 0.704)  0.21
H (-0.501, -5.632, 2.412)  0.21
H (-1.816, -6.661, 1.709)  0.20
H (-1.027, -8.351, 0.131)  0.47
C (-0.719, 0.714, -4.732)  -0.64
C (-0.667, 2.208, -4.860)  0.10
C (-2.098, 2.803, -5.065)  -0.62
O (-0.252, 2.793, -3.684)  -0.71
H (-0.998, 0.193, -5.648)  0.21
H (-1.264, 0.313, -3.878)  0.21
H (0.288, 0.313, -4.618)  0.22
H (-0.047, 2.491, -5.711)  0.18
H (-2.442, 2.356, -5.998)  0.20
H (-2.067, 3.881, -5.220)  0.21
H (-2.736, 2.539, -4.221)  0.19
H (-0.898, 2.609, -2.999)  0.47
O (7.008, -0.506, 0.635)  -0.94
H (6.697, 0.339, 0.959)  0.46
H (6.214, -0.970, 0.371)  0.47
O (2.870, -3.889, -4.765)  -0.94
H (3.564, -4.101, -5.389)  0.47
H (2.275, -4.637, -4.803)  0.47
O (8.119, -4.431, -3.521)  -0.93
H (7.522, -3.772, -3.166)  0.47
H (7.794, -4.598, -4.406)  0.46
O (3.568, -2.165, -1.105)  -0.95
H (3.452, -2.757, -1.848)  0.48
H (2.948, -1.454, -1.266)  0.47

As for the total energy: -32072.461 eV. The value obtained for the max |F| is 3.0 eV/A. The value obtained for the energy above the lowest of the compared OMol25 structures with the same formula, charge and spin is 0.0 kJ/mol. The calculation puts the HOMO energy at -8.6 eV. The SMILES is CC1(C)CCCC(C)(C)N1O.CC(C)O.CC(C)O.O.O.O.O.

***

# 4
# C3H7N5

A single C3H7N5 molecule (wB97M-V/def2-TZVPD, the Open Molecules 2025 dataset).

Each line ends with the natural charge from an NBO analysis.
Element x y z (Å)
C (-1.601, 1.081, 0.335)  -0.45
N (-0.821, 0.178, -0.453)  -0.27
N (-1.635, -1.215, -0.133)  -0.65
C (0.537, 0.147, -0.162)  0.46
N (1.384, 1.132, -0.385)  -0.50
C (2.567, 0.630, -0.129)  0.14
N (2.534, -0.654, 0.085)  -0.30
N (1.272, -0.971, 0.105)  -0.36
H (-2.462, 1.412, -0.314)  0.20
H (-2.240, 0.512, 1.158)  0.22
H (-1.013, 2.063, 0.616)  0.23
H (-1.917, -1.589, -0.974)  0.35
H (-1.049, -1.880, 0.266)  0.33
H (3.535, 1.100, -0.250)  0.20
H (0.909, -1.945, 0.234)  0.41

As for the total energy: -10672.122 eV. The value obtained for the max |F| is 4.6 eV/A. The value obtained for the energy above the lowest of the compared OMol25 structures with the same formula, charge and spin is 277.7 kJ/mol. The calculation puts the HOMO energy at -8.9 eV. The SMILES is CN(N)c1ncn[nH]1.

***

# 5
# C4H9Cl2N2

A molecular structure, C4H9Cl2N2 (wB97M-V/def2-TZVPD, the Open Molecules 2025 dataset).

Each line ends with the natural charge from an NBO analysis.
Element x y z (Å)
C (1.118, 0.206, 1.180)  -0.23
C (1.489, -0.962, -0.457)  -0.15
C (0.158, -0.257, -0.166)  0.12
C (-1.209, -0.919, -0.070)  -0.65
N (2.311, -0.121, 0.482)  -0.40
N (-0.023, 0.963, -1.078)  -0.73
Cl (1.583, -2.593, 0.080)  0.10
Cl (3.023, 1.321, -0.199)  0.13
H (1.238, 1.158, 1.614)  0.24
H (0.734, -0.544, 1.845)  0.24
H (1.947, -0.787, -1.473)  0.24
H (-1.134, -1.834, -0.516)  0.25
H (-1.910, -0.303, -0.645)  0.21
H (-1.558, -1.152, 0.931)  0.27
H (1.007, 0.969, -1.352)  0.47
H (-0.419, 1.708, -0.536)  0.46
H (-0.652, 0.595, -1.832)  0.45

As for the net charge: +1. As for the total energy: -32308.886 eV. The value obtained for the max |F| is 4.1 eV/A. The value obtained for the energy above the lowest of the compared OMol25 structures with the same formula, charge and spin is 320.3 kJ/mol. The calculation puts the HOMO energy at -13.7 eV.

***

# 6
# C27H25CuN6S4

A molecular structure, C27H25CuN6S4 (wB97M-V/def2-TZVPD, the Open Molecules 2025 dataset).

Each line ends with the natural charge from an NBO analysis.
Element x y z (Å)
Cu (-0.185, 0.299, 0.303)  0.70
N (3.273, -0.750, 2.367)  -0.53
C (2.432, -0.659, 3.465)  0.16
C (2.597, -0.957, 4.816)  -0.26
C (1.500, -0.745, 5.628)  -0.20
C (0.284, -0.255, 5.113)  -0.22
C (0.136, 0.039, 3.775)  -0.19
C (1.240, -0.162, 2.949)  0.07
N (1.362, 0.032, 1.574)  -0.54
C (2.573, -0.335, 1.276)  0.40
C (3.140, -0.380, -0.081)  0.07
C (3.741, -1.470, -0.617)  -0.41
S (4.131, -1.165, -2.241)  0.49
C (3.484, 0.408, -2.096)  -0.15
N (2.996, 0.698, -0.923)  -0.44
H (4.224, -1.072, 2.351)  0.42
H (3.528, -1.344, 5.210)  0.22
H (1.575, -0.967, 6.684)  0.22
H (-0.556, -0.123, 5.783)  0.22
H (-0.800, 0.395, 3.362)  0.24
H (3.876, -2.444, -0.171)  0.26
H (3.485, 1.093, -2.936)  0.22
S (-3.444, -3.902, 2.587)  -0.23
C (-2.679, -3.281, 1.244)  -0.12
S (-1.008, -2.846, 1.164)  0.38
C (-1.169, -2.254, -0.485)  -0.11
N (-2.372, -2.402, -0.938)  -0.31
N (-3.188, -2.993, 0.024)  -0.27
C (-4.558, -3.153, -0.358)  0.13
C (-5.173, -4.388, -0.251)  -0.20
C (-6.496, -4.521, -0.645)  -0.21
C (-7.190, -3.428, -1.151)  -0.21
C (-6.555, -2.198, -1.266)  -0.23
C (-5.234, -2.056, -0.864)  -0.16
S (0.160, -1.465, -1.259)  -0.46
H (-4.623, -5.227, 0.154)  0.24
H (-6.986, -5.483, -0.557)  0.21
H (-8.222, -3.538, -1.463)  0.21
H (-7.089, -1.343, -1.664)  0.21
H (-4.713, -1.111, -0.961)  0.23
C (1.974, 4.231, -0.991)  -0.42
N (0.585, 3.944, -0.536)  -0.34
C (0.568, 3.493, 0.890)  -0.43
C (-0.098, 2.945, -1.471)  -0.24
C (-1.477, 2.619, -1.012)  -0.08
C (-2.504, 3.480, -1.422)  -0.25
C (-3.808, 3.252, -1.015)  -0.25
C (-4.060, 2.147, -0.207)  -0.23
C (-3.024, 1.308, 0.188)  -0.18
C (-1.680, 1.506, -0.178)  -0.50
H (2.410, 4.998, -0.355)  0.22
H (1.941, 4.570, -2.024)  0.22
H (2.538, 3.303, -0.928)  0.25
H (0.034, 4.797, -0.595)  0.42
H (1.111, 2.552, 0.950)  0.25
H (-0.461, 3.322, 1.191)  0.26
H (1.041, 4.269, 1.490)  0.21
H (0.557, 2.075, -1.483)  0.24
H (-0.086, 3.436, -2.448)  0.20
H (-2.291, 4.307, -2.098)  0.19
H (-4.612, 3.902, -1.337)  0.21
H (-5.075, 1.939, 0.116)  0.21
H (-3.275, 0.458, 0.817)  0.19

As for the total energy: -125325.561 eV. The value obtained for the max |F| is 0.5 eV/A. The value obtained for the energy above the lowest of the compared OMol25 structures with the same formula, charge and spin is 56.1 kJ/mol. The calculation puts the HOMO energy at -6.3 eV.